Formula: C47H28I4N6Re
Source: the OMol25 dataset
Level of theory: ωB97M-V with the def2-TZVPD basis set

Each line ends with the Mulliken spin population.
Atoms and positions in Å:
Re (-0.14, -0.13, 0.06)  2.584
I (9.07, -1.72, -2.71)  -0.001
C (6.97, -1.64, -2.51)  -0.005
C (6.33, -2.71, -1.93)  0.003
C (5.00, -2.65, -1.46)  -0.008
C (4.26, -1.54, -1.82)  -0.004
C (4.84, -0.57, -2.65)  -0.009
C (6.20, -0.51, -2.88)  0.003
C (2.88, -1.27, -1.24)  0.021
C (2.74, -1.38, 0.15)  0.050
C (3.72, -1.84, 1.10)  -0.017
C (3.14, -1.66, 2.35)  0.061
C (1.84, -1.14, 2.17)  -0.117
C (0.99, -0.67, 3.22)  0.056
C (1.39, -1.17, 4.57)  0.024
C (1.78, -0.41, 5.63)  0.004
C (1.92, -0.93, 6.90)  -0.002
C (1.79, -2.27, 7.09)  0.005
I (1.47, -3.12, 8.96)  0.001
C (1.67, -3.14, 5.98)  -0.004
C (1.47, -2.57, 4.74)  0.006
C (0.07, 0.36, 3.06)  0.016
N (-0.37, 0.87, 1.76)  -0.013
C (-1.30, 1.96, 2.08)  -0.004
C (-2.11, 2.58, 1.13)  0.044
C (-2.81, 3.85, 1.49)  0.018
C (-2.11, 4.90, 2.08)  0.001
C (-2.78, 6.04, 2.48)  0.000
C (-4.17, 6.15, 2.29)  0.003
I (-4.77, 8.10, 2.63)  0.001
C (-4.87, 5.10, 1.74)  -0.001
C (-4.18, 4.00, 1.29)  0.011
C (-2.20, 2.19, -0.20)  -0.030
C (-3.18, 2.63, -1.10)  0.086
C (-3.19, 1.76, -2.23)  -0.038
C (-2.08, 0.88, -2.10)  0.091
N (-1.48, 1.09, -0.83)  -0.039
C (-1.42, 0.11, -3.09)  -0.062
C (-0.16, -0.44, -2.94)  0.085
C (0.68, -0.88, -4.01)  0.005
C (1.93, -1.09, -3.51)  0.029
C (1.88, -0.96, -2.13)  0.004
N (0.64, -0.46, -1.73)  -0.033
C (-2.04, 0.05, -4.47)  -0.015
C (-3.26, -0.67, -4.77)  -0.004
C (-3.70, -0.83, -6.06)  0.002
C (-3.14, 0.05, -7.02)  -0.003
I (-3.79, -0.14, -8.99)  0.000
C (-2.09, 0.96, -6.74)  0.002
C (-1.50, 0.86, -5.50)  -0.007
C (-1.29, 2.15, 3.44)  0.014
C (-0.54, 1.14, 4.08)  0.043
N (1.60, -0.91, 0.82)  -0.049
H (7.02, -3.55, -1.84)  0.000
H (4.61, -3.52, -0.89)  0.000
H (4.24, 0.32, -2.80)  0.000
H (6.83, 0.32, -3.14)  0.000
H (4.69, -2.26, 0.85)  0.002
H (3.55, -1.87, 3.34)  0.005
H (2.06, 0.61, 5.50)  0.000
H (2.08, -0.33, 7.78)  0.000
H (1.71, -4.22, 6.19)  0.000
H (1.46, -3.23, 3.88)  0.002
H (-1.05, 4.86, 2.21)  0.002
H (-2.19, 6.85, 2.84)  0.000
H (-5.95, 5.21, 1.57)  0.000
H (-4.74, 3.17, 0.81)  -0.002
H (-3.59, 3.62, -1.10)  0.003
H (-3.97, 1.80, -3.03)  0.002
H (0.33, -1.14, -5.03)  0.001
H (2.84, -1.56, -4.00)  0.002
H (-3.69, -1.24, -3.97)  0.001
H (-4.53, -1.51, -6.36)  0.000
H (-1.63, 1.57, -7.52)  0.000
H (-0.72, 1.46, -5.17)  0.000
H (-1.79, 3.02, 3.90)  0.005
H (-0.61, 0.82, 5.09)  0.007
N (-2.91, -3.20, 0.71)  0.010
C (-2.00, -4.01, 0.03)  -0.005
C (-1.00, -3.24, -0.41)  0.023
N (-1.29, -1.90, 0.02)  0.079
C (-2.42, -1.94, 0.72)  0.051
H (-3.73, -3.59, 1.17)  -0.001
H (-2.11, -5.06, -0.17)  -0.001
H (-0.09, -3.48, -0.95)  0.003
H (-3.00, -1.13, 1.10)  0.003

The charge is +2. Its energy relative to the best compared isomer or geometry (same formula, charge and spin) is 0.0 kJ/mol. As for the frontier orbital gap (spin up / spin down): 0.192 / 0.177 hartree. The calculation puts the total energy at -3404.863501 Eh. The maximum force is 3.2 eV/A. Its spin multiplicity is 4. As for the HOMO energy (spin up / spin down): -0.4488 / -0.4487 Ha. Its expectation value of S² is 3.8595.

***

Formula: C47H29Cl2F4N8O3SiTi
Source: the OMol25 dataset
Level of theory: ωB97M-V with the def2-TZVPD basis set

Each line ends with the Löwdin charge.
Atoms and positions in Å:
Ti (-0.40, -0.38, 0.87)  1.094
Cl (-5.46, 4.34, 2.34)  0.645
C (-4.30, 3.04, 2.38)  -0.669
C (-4.69, 1.78, 2.87)  -0.084
C (-3.80, 0.74, 2.89)  0.005
C (-2.49, 0.89, 2.38)  -0.334
O (-1.68, -0.13, 2.35)  -0.155
C (-2.09, 2.19, 1.96)  -0.134
C (-0.69, 2.46, 1.82)  -0.050
N (0.18, 1.53, 1.68)  0.024
C (1.55, 1.72, 1.93)  -0.184
C (2.26, 2.88, 1.81)  0.004
C (3.63, 2.90, 2.13)  -0.057
C (4.27, 1.78, 2.58)  -0.023
C (3.56, 0.56, 2.70)  -0.148
C (4.14, -0.65, 3.14)  0.002
C (3.38, -1.78, 3.18)  -0.024
C (2.04, -1.73, 2.74)  -0.089
N (1.47, -0.62, 2.33)  0.075
C (2.21, 0.53, 2.34)  -0.158
C (-3.01, 3.25, 1.97)  -0.068
H (-5.70, 1.64, 3.22)  0.110
H (-4.08, -0.24, 3.25)  0.124
H (-0.38, 3.50, 1.94)  0.134
H (1.78, 3.78, 1.45)  0.110
H (4.18, 3.83, 2.02)  0.107
H (5.32, 1.80, 2.83)  0.115
H (5.19, -0.67, 3.43)  0.121
H (3.78, -2.73, 3.50)  0.111
H (1.43, -2.62, 2.70)  0.110
H (-2.70, 4.23, 1.64)  0.103
Cl (6.14, 1.54, -2.57)  0.635
C (4.60, 1.05, -1.92)  -0.669
C (4.50, -0.15, -1.23)  -0.089
C (3.28, -0.53, -0.71)  0.013
C (2.14, 0.28, -0.86)  -0.296
O (1.00, -0.12, -0.35)  -0.180
C (2.25, 1.48, -1.59)  -0.117
C (1.11, 2.36, -1.85)  -0.057
N (0.05, 2.35, -1.17)  0.135
C (-1.02, 3.21, -1.47)  -0.205
C (-1.17, 4.39, -0.79)  -0.045
C (-2.34, 5.18, -0.96)  -0.093
C (-3.33, 4.77, -1.79)  -0.038
C (-3.19, 3.58, -2.54)  -0.165
C (-4.16, 3.13, -3.46)  -0.028
C (-3.93, 2.00, -4.18)  -0.054
C (-2.72, 1.30, -3.98)  -0.148
N (-1.80, 1.66, -3.12)  0.154
C (-2.02, 2.79, -2.39)  -0.166
C (3.49, 1.84, -2.12)  -0.067
H (5.37, -0.78, -1.11)  0.109
H (3.17, -1.47, -0.19)  0.123
H (1.25, 3.06, -2.69)  0.139
H (-0.39, 4.71, -0.11)  0.102
H (-2.43, 6.10, -0.40)  0.105
H (-4.24, 5.36, -1.91)  0.112
H (-5.07, 3.70, -3.59)  0.119
H (-4.65, 1.62, -4.90)  0.110
H (-2.52, 0.40, -4.55)  0.109
H (3.57, 2.75, -2.70)  0.110
F (-2.33, -5.04, 0.59)  0.087
C (-2.25, -5.14, -0.75)  -0.180
C (-3.38, -5.52, -1.44)  -0.166
F (-4.48, -5.76, -0.70)  0.079
C (-3.42, -5.66, -2.84)  -0.071
C (-2.18, -5.40, -3.46)  -0.162
C (-1.06, -5.00, -2.76)  -0.176
F (0.05, -4.71, -3.46)  0.099
C (-1.05, -4.84, -1.38)  -0.088
C (0.10, -4.28, -0.65)  -0.179
C (-0.10, -3.28, 0.23)  -0.130
N (-0.26, -2.40, 1.01)  0.075
C (1.45, -4.71, -0.80)  -0.223
N (2.54, -5.05, -0.93)  0.120
F (-2.07, -5.51, -4.79)  0.086
C (-4.61, -6.02, -3.56)  -0.219
C (-4.65, -6.11, -4.98)  -0.273
N (-4.76, -6.19, -6.13)  0.099
C (-5.85, -6.27, -2.93)  -0.274
N (-6.90, -6.48, -2.48)  0.098
C (-3.97, -1.94, 0.58)  -0.133
Si (-3.27, -0.80, -0.73)  0.402
C (-3.16, -1.66, -2.37)  -0.122
C (-4.27, 0.78, -0.84)  -0.118
O (-1.71, -0.35, -0.31)  -0.352
H (-4.43, -2.81, 0.10)  0.037
H (-4.74, -1.45, 1.17)  0.023
H (-3.21, -2.32, 1.26)  0.029
H (-4.16, -1.81, -2.78)  0.055
H (-2.58, -1.06, -3.08)  0.009
H (-2.69, -2.64, -2.28)  0.023
H (-5.30, 0.62, -0.50)  0.044
H (-4.31, 1.15, -1.87)  0.004
H (-3.83, 1.57, -0.22)  0.025

The charge is -1. Its energy relative to the best compared isomer or geometry (same formula, charge and spin) is 50.1 kJ/mol. As for the frontier orbital gap: 0.155 hartree. The calculation puts the total energy at -4931.335773 Eh. The maximum force is 0.5 eV/A. As for the HOMO energy: -0.1398 Ha.

***

maximum force of number 1 (C47H28I4N6Re)?
3.2 eV/A